[1]
{"formula": "C14H38NO8Sr2", "method": "wB97M-V/def2-TZVPD", "elements": ["Sr", "Sr", "C", "C", "O", "O", "H", "H", "H", "C", "O", "H", "H", "H", "H", "C", "O", "H", "H", "H", "H", "C", "O", "H", "H", "H", "H", "O", "H", "H", "O", "H", "H", "C", "C", "C", "C", "C", "C", "N", "O", "C", "C", "C", "H", "H", "H", "H", "H", "H", "H", "H", "H", "H", "H", "H", "H", "H", "H", "H", "H", "H", "H"], "coordinates": [[-18.1453, -11.3636, -14.2053], [-16.4884, -14.0714, -17.2749], [-14.3828, -10.5630, -16.4509], [-15.6165, -11.2261, -16.9393], [-15.7445, -11.5202, -18.1242], [-16.5849, -11.5558, -16.0979], [-14.1203, -9.6840, -17.0411], [-13.5512, -11.2566, -16.6143], [-14.4152, -10.2823, -15.4002], [-13.2167, -13.6194, -18.9719], [-13.9196, -14.0920, -17.7803], [-13.9250, -13.4844, -19.7820], [-12.7535, -12.6549, -18.7606], [-12.4254, -14.3144, -19.2368], [-13.3061, -14.6793, -17.3270], [-13.8413, -14.3434, -14.6501], [-15.2628, -14.4863, -15.0557], [-13.7595, -14.2106, -13.5748], [-13.3365, -15.2587, -14.9393], [-13.3963, -13.4856, -15.1507], [-15.7323, -13.9759, -14.3922], [-14.0490, -11.1483, -11.0777], [-14.2345, -10.9754, -12.5023], [-13.6086, -12.1128, -10.8256], [-13.3545, -10.3715, -10.7709], [-14.9634, -11.0288, -10.4905], [-14.7300, -11.6969, -12.8941], [-17.4619, -10.4158, -20.0921], [-16.7442, -10.7512, -19.5465], [-17.5652, -9.4892, -19.8552], [-16.4482, -9.7665, -13.2737], [-15.6125, -10.0419, -12.8077], [-16.4157, -8.7990, -13.2873], [-15.8657, -2.8593, -18.1801], [-15.5274, -4.2688, -17.7262], [-15.9919, -5.2527, -18.7944], [-15.3162, -6.6198, -18.6826], [-13.8071, -6.5296, -18.5899], [-13.2923, -5.5599, -17.5100], [-14.0946, -4.3737, -17.5614], [-13.5280, -3.3233, -16.8188], [-13.2372, -6.2750, -16.1537], [-11.8429, -5.2033, -17.9211], [-16.2854, -4.5268, -16.3958], [-16.9544, -2.7502, -18.1972], [-15.5041, -2.6646, -19.1891], [-15.5184, -2.1192, -17.4659], [-17.0610, -5.4309, -18.6360], [-15.9212, -4.8646, -19.8120], [-15.5837, -7.2542, -19.5301], [-15.6973, -7.0764, -17.7566], [-13.3691, -6.2844, -19.5578], [-13.4461, -7.5357, -18.3389], [-12.6112, -7.1703, -16.1996], [-12.8146, -5.6140, -15.3965], [-14.2376, -6.5987, -15.8454], [-11.3342, -6.0517, -18.3738], [-11.8393, -4.3536, -18.6008], [-11.2661, -4.8966, -17.0452], [-17.3476, -4.6421, -16.6016], [-16.0917, -3.7133, -15.6977], [-15.8895, -5.4212, -15.9067], [-13.1984, -2.6966, -17.4741]], "forces_ev_per_a": [[0.843, 1.418, -0.442], [1.393, 0.823, -0.880], [0.468, 0.211, 0.458], [-0.410, 0.409, -0.474], [0.098, -1.192, 0.259], [-0.694, -1.111, 1.363], [-0.270, 0.022, -0.130], [-0.065, -0.017, 0.063], [-0.067, -0.044, -0.012], [0.350, 0.556, -0.048], [-0.587, -0.196, 0.010], [-0.055, -0.180, -0.027], [-0.112, -0.034, 0.079], [-0.180, -0.166, -0.135], [-0.042, -0.045, 0.059], [0.003, -0.070, -0.358], [0.216, 0.484, 0.103], [-0.154, -0.179, 0.044], [-0.015, -0.074, 0.064], [-0.097, -0.001, -0.064], [-0.090, -0.203, 0.178], [0.311, -0.092, 0.601], [-0.521, 0.444, -0.010], [0.031, -0.007, -0.248], [0.009, 0.001, -0.097], [-0.125, 0.045, -0.311], [0.339, -0.535, 0.258], [-0.228, -0.245, 0.173], [0.046, 0.284, -0.138], [0.050, 0.072, -0.146], [-0.560, -0.237, -0.002], [0.282, -0.040, -0.166], [-0.128, 0.047, -0.044], [-0.670, 0.102, -0.032], [-0.282, 0.061, 0.660], [-0.430, -0.797, -0.132], [-0.110, 0.353, 0.298], [-0.131, -0.373, 0.116], [0.679, -0.700, -0.731], [0.571, 0.689, -1.042], [-0.152, -0.188, 0.504], [-0.289, -0.030, 0.269], [-0.035, 0.335, 0.733], [0.560, -0.183, -0.106], [0.025, -0.063, -0.125], [0.194, 0.115, 0.087], [0.197, 0.073, -0.097], [-0.016, 0.231, -0.098], [0.398, 0.186, 0.105], [-0.160, -0.054, 0.054], [0.000, -0.219, -0.085], [-0.111, 0.211, -0.031], [0.270, 0.092, -0.074], [0.147, 0.080, -0.124], [-0.159, 0.007, 0.062], [0.065, 0.058, 0.098], [-0.032, -0.063, -0.061], [-0.027, -0.178, -0.250], [0.005, -0.012, -0.074], [-0.118, 0.128, 0.250], [-0.201, 0.112, -0.051], [-0.254, -0.109, -0.104], [0.026, -0.013, 0.005]], "e_above_lowest_kj_mol": 0.0, "total_energy_ev": -34650.67358, "homo_lumo_gap_ev": 1.32, "homo_energy_ev": -12.92, "total_charge": 3}



[2]
{"formula": "C14H38O24P4V", "method": "wB97M-V/def2-TZVPD", "elements": ["O", "V", "O", "O", "C", "O", "O", "H", "O", "C", "O", "O", "H", "C", "O", "P", "O", "O", "C", "O", "C", "H", "H", "H", "H", "H", "H", "H", "H", "H", "C", "O", "P", "O", "O", "C", "O", "C", "H", "H", "H", "H", "H", "H", "H", "H", "H", "C", "O", "P", "O", "O", "C", "O", "C", "H", "H", "H", "H", "H", "H", "H", "H", "H", "C", "O", "P", "O", "O", "C", "O", "C", "H", "H", "H", "H", "H", "H", "H", "H", "H"], "coordinates": [[-2.6048, 1.8535, 2.2777], [-1.0625, 1.7254, 1.8368], [-0.8407, 0.3126, 1.1528], [-1.2768, 5.5032, 1.9189], [-0.7031, 4.9506, 2.9586], [-0.3935, 5.5559, 4.0050], [-0.4301, 3.7054, 3.0237], [-1.4292, 6.4106, 2.1927], [-2.1997, 2.2635, -2.2853], [-1.9719, 3.1234, -1.3519], [-1.3139, 2.8593, -0.3635], [-2.4943, 4.2687, -1.4561], [-2.5949, 2.9469, -2.8315], [1.9691, 4.1444, -0.4902], [2.3720, 2.7903, -0.5740], [2.3757, 1.9310, 0.7690], [1.1952, 2.0849, 1.5975], [2.5860, 0.3794, 0.3629], [3.7053, 0.1656, -0.5088], [3.7986, 2.3494, 1.3990], [4.2797, 1.6724, 2.5778], [1.8605, 4.5549, 0.5137], [1.0962, 4.2510, -1.1342], [2.7755, 4.7327, -0.9279], [4.5869, 0.2283, 0.1292], [3.7975, 0.9342, -1.2761], [3.5441, -0.8211, -0.9430], [3.4465, 1.2769, 3.1585], [4.8428, 2.3028, 3.2660], [4.9498, 0.8443, 2.3468], [-2.7824, -1.4244, 3.9954], [-1.8991, -0.9373, 4.9606], [-0.4044, -0.3610, 4.6133], [-0.3581, 0.7809, 3.7075], [0.2365, -0.3060, 6.0839], [-0.0081, -1.4006, 7.0052], [0.3535, -1.6855, 3.9134], [1.7420, -1.9697, 3.8312], [-2.3116, -1.4718, 3.0134], [-3.6820, -0.8435, 3.7920], [-3.0357, -2.4665, 4.1902], [-0.4250, -2.2491, 6.4628], [-0.7544, -1.2225, 7.7794], [0.9173, -1.7838, 7.4353], [2.3387, -2.1474, 4.7260], [2.2993, -1.2201, 3.2693], [1.8901, -2.9692, 3.4223], [0.1034, 1.4617, -6.0036], [1.2907, 1.5531, -5.1967], [1.7051, 0.2045, -4.3979], [3.0349, 0.3083, -3.6475], [0.3344, 0.0195, -3.5514], [0.4745, 0.3178, -2.2077], [1.6839, -1.0071, -5.5656], [2.8113, -1.5593, -6.1448], [-0.7985, 1.5664, -5.4004], [0.0351, 0.4649, -6.4393], [0.1802, 2.2636, -6.7379], [-0.3862, 0.6582, -1.6321], [1.2203, 1.0845, -1.9980], [0.8703, -0.6147, -1.8052], [3.1028, -2.5039, -5.6855], [3.5989, -0.8059, -6.1380], [2.6403, -1.8138, -7.1908], [-3.8071, -5.3303, -3.0360], [-2.9576, -5.0550, -1.9823], [-3.0586, -3.6189, -1.2282], [-4.1775, -3.4215, -0.2966], [-1.6722, -3.5018, -0.5157], [-1.4540, -3.3382, 0.8942], [-2.9432, -2.6231, -2.4675], [-3.2959, -1.2717, -2.3713], [-4.2022, -6.3222, -2.8169], [-3.4667, -5.2838, -4.0705], [-4.7126, -4.7475, -2.8668], [-2.3959, -3.5225, 1.4108], [-0.9891, -2.4087, 1.2228], [-0.7635, -4.0980, 1.2603], [-3.3987, -0.9039, -3.3922], [-2.4871, -0.7406, -1.8694], [-4.1021, -1.0332, -1.6775]], "forces_ev_per_a": [[1.934, -0.673, -0.676], [-1.252, 2.183, 0.215], [-0.419, -0.057, -0.036], [-0.564, 0.330, -1.312], [1.995, -2.468, 4.697], [-0.683, 2.510, -0.846], [-0.984, -2.029, -3.123], [-0.043, 0.305, -0.028], [-0.164, -2.136, -2.513], [-1.122, 5.021, 3.460], [2.818, -2.854, 3.467], [-0.224, -0.432, -1.645], [-0.880, -0.254, -1.451], [0.226, 1.412, -0.878], [0.486, -1.777, 1.290], [0.633, -0.725, -1.065], [-0.335, 0.054, 0.687], [-0.454, 1.862, -0.126], [0.317, -0.203, 0.253], [-0.016, -0.100, 0.471], [-0.432, -0.391, 0.424], [-0.553, -0.518, 0.093], [-0.227, 0.150, 0.563], [0.104, -0.021, -0.186], [0.309, -0.403, -0.266], [-0.266, -0.235, -0.130], [0.313, 0.202, -0.070], [-0.133, -0.003, -0.045], [-0.193, 0.631, -0.510], [-0.103, -0.051, -0.500], [-0.269, -0.947, -2.325], [2.298, 1.162, 0.592], [-0.460, -3.244, -0.189], [0.244, 0.494, 0.776], [-0.530, 0.360, -0.394], [-0.313, -1.160, -0.691], [-1.051, 1.008, 1.296], [0.882, -0.214, -0.157], [0.247, 0.187, -0.113], [0.125, 0.355, 0.801], [-0.135, 0.084, 0.518], [0.050, -0.001, -0.223], [0.237, 0.868, -0.096], [0.171, 0.663, -0.020], [-0.745, 0.757, 1.091], [-0.289, -0.030, -0.339], [-0.596, 0.189, -0.881], [-0.176, -0.094, 0.192], [0.817, -1.170, 0.133], [1.639, 0.129, 0.166], [-3.344, -0.340, -1.987], [0.818, -0.345, -3.126], [1.299, -0.402, 3.066], [-2.163, 1.896, 2.338], [1.401, 0.065, -0.595], [0.139, 0.323, 0.198], [0.123, 0.198, -0.459], [-0.109, -0.260, -0.029], [-0.575, -0.310, -0.842], [0.091, 0.106, -0.351], [-0.147, 0.158, 0.905], [0.157, 0.219, 0.439], [0.461, -0.411, 0.136], [-0.490, 0.229, -0.091], [-2.687, -0.851, 0.376], [1.860, 1.605, 1.226], [0.080, 0.011, -0.247], [-0.140, -0.204, -0.574], [1.173, 0.132, 0.182], [-0.318, -0.860, 0.755], [-0.422, -1.928, 0.329], [0.786, 1.617, 0.769], [0.289, -0.428, -0.465], [0.586, 0.377, 0.338], [-0.137, 0.439, -0.755], [-0.028, 0.343, 0.037], [-0.396, 0.472, -0.834], [0.044, -0.347, -0.456], [-0.316, 0.115, 0.311], [0.422, 0.192, -0.408], [-0.693, -0.538, -0.541]], "e_above_lowest_kj_mol": 0.0, "total_energy_ev": -127127.57141, "homo_lumo_gap_ev": 6.68, "homo_energy_ev": -4.63, "total_charge": -1}



[3]
{"formula": "C14H39F3N18O8PS", "method": "wB97M-V/def2-TZVPD", "elements": ["N", "P", "C", "C", "N", "S", "C", "C", "C", "C", "F", "F", "F", "H", "H", "H", "H", "H", "H", "H", "C", "O", "N", "N", "H", "H", "H", "H", "C", "O", "N", "N", "H", "H", "H", "H", "C", "O", "N", "N", "H", "H", "H", "H", "C", "O", "N", "N", "H", "H", "H", "H", "C", "O", "N", "N", "H", "H", "H", "H", "C", "O", "N", "N", "H", "H", "H", "H", "C", "O", "N", "N", "H", "H", "H", "H", "C", "O", "N", "N", "H", "H", "H", "H"], "coordinates": [[0.2476, 2.8688, 5.2563], [0.2003, 2.7219, 3.6714], [-1.2129, 1.5072, 3.3253], [-0.8253, 0.1110, 3.1915], [-1.8094, -0.8174, 2.9835], [-1.3130, -2.4798, 2.8739], [-3.1566, -0.5357, 2.8898], [-3.6252, 0.8327, 2.9934], [-2.6212, 1.8916, 3.2237], [-3.0760, 3.3845, 3.3880], [-2.9409, 4.1102, 2.2509], [-2.4506, 3.9231, 4.4614], [-4.4262, 3.3328, 3.6996], [1.1566, 2.5606, 5.6101], [-0.0508, 3.9675, 3.0090], [1.4431, 2.2090, 3.1987], [0.2433, -0.1830, 3.2877], [-1.2497, -2.9065, 4.1863], [-3.8515, -1.3934, 2.7284], [-4.7207, 1.0398, 2.9307], [2.6331, -4.3160, 3.5502], [2.7713, -3.6307, 2.5471], [1.4041, -4.6333, 4.0550], [3.6827, -4.8161, 4.2446], [1.2635, -5.1923, 4.8760], [0.6053, -4.2769, 3.5637], [4.6039, -4.6063, 3.9004], [3.5901, -5.3819, 5.0678], [6.0825, -6.4330, 2.1569], [5.6464, -6.1757, 3.2719], [6.7433, -7.5877, 1.8793], [5.9408, -5.5855, 1.1042], [7.1078, -7.8183, 0.9740], [6.8663, -8.2388, 2.6349], [5.4545, -4.7204, 1.2722], [6.2896, -5.7764, 0.1836], [-2.5953, 7.5475, 0.1811], [-1.4175, 7.2840, 0.3791], [-3.5922, 6.6700, 0.4790], [-3.0055, 8.7288, -0.3495], [-4.5665, 6.8556, 0.3299], [-3.3170, 5.7873, 0.8708], [-2.2932, 9.3996, -0.5807], [-3.9663, 8.9614, -0.5188], [0.1878, 4.9758, -3.1146], [0.8616, 4.7887, -4.1138], [-0.3970, 3.9593, -2.4172], [-0.0456, 6.2125, -2.5994], [-0.9537, 4.0970, -1.5951], [-0.2522, 3.0231, -2.7580], [0.3639, 6.9964, -3.0759], [-0.5975, 6.3746, -1.7760], [-0.1921, -0.2031, -3.6202], [-0.6381, 0.1296, -2.5246], [0.3874, -1.4101, -3.8403], [-0.2407, 0.6079, -4.7049], [0.7555, -1.7005, -4.7304], [0.4439, -2.0419, -3.0618], [-0.6642, 1.5100, -4.5832], [0.1165, 0.3570, -5.6068], [1.8131, -1.2281, 6.2976], [0.9668, -1.2999, 5.4121], [2.8398, -2.1080, 6.3977], [1.7900, -0.2592, 7.2500], [3.5417, -2.0664, 7.1131], [2.8898, -2.8397, 5.7063], [1.0409, 0.4112, 7.2056], [2.4706, -0.1807, 7.9828], [0.7734, -3.8581, -7.2975], [1.3227, -3.6910, -6.2181], [0.0419, -2.8868, -7.9095], [0.8470, -5.0332, -7.9795], [-0.4151, -3.0068, -8.7940], [-0.0380, -2.0035, -7.4368], [1.3788, -5.7746, -7.5587], [0.4051, -5.1931, -8.8652], [-3.5881, 0.4974, -6.5850], [-2.4204, 0.1546, -6.6626], [-4.6139, -0.3975, -6.5470], [-3.9660, 1.8044, -6.5299], [-5.5801, -0.1370, -6.4837], [-4.3731, -1.3723, -6.5856], [-3.2356, 2.4944, -6.5561], [-4.9197, 2.1076, -6.4663]], "forces_ev_per_a": [[0.299, -0.250, -1.112], [0.183, 0.188, 2.856], [-0.921, -0.727, -1.296], [-1.508, 2.376, 0.198], [0.059, 0.509, 0.994], [0.107, -0.985, -0.227], [-0.313, 2.357, 0.144], [2.165, -0.491, 0.329], [0.655, -2.231, -0.452], [-1.383, -1.330, 0.967], [0.253, -0.588, 1.448], [-0.426, -0.075, -1.752], [1.560, 0.469, -0.565], [-0.330, 0.177, -0.020], [-0.222, -0.897, -0.286], [-0.805, -0.063, -0.725], [-1.086, -0.268, -0.071], [-0.174, 1.023, -0.485], [0.890, 0.847, 0.173], [1.252, -0.143, 0.054], [0.384, -0.081, -0.095], [-0.129, 0.033, 0.005], [-0.609, -0.004, 0.086], [-0.381, 0.933, 0.522], [0.048, -0.027, -0.063], [0.229, -0.102, 0.023], [0.000, -0.464, -0.035], [0.027, -0.171, -0.166], [0.089, -0.010, -0.168], [0.524, -0.192, -0.162], [0.084, -0.352, 0.209], [-0.136, 0.381, 0.002], [-0.038, 0.039, 0.027], [0.007, 0.056, -0.086], [-0.031, -0.092, -0.088], [-0.009, -0.020, 0.053], [0.030, 0.110, 0.011], [0.025, -0.150, -0.169], [-0.170, -0.408, 0.114], [0.146, 0.284, -0.128], [0.052, 0.035, -0.007], [-0.082, 0.166, -0.042], [-0.080, -0.043, 0.036], [0.037, -0.031, 0.020], [0.101, 0.132, -0.081], [-0.098, -0.077, 0.034], [-0.091, -0.564, -0.062], [-0.044, 0.414, -0.037], [0.042, 0.055, -0.048], [0.002, 0.011, 0.193], [-0.012, -0.097, 0.053], [0.084, 0.073, 0.136], [0.086, -0.053, -0.194], [-0.061, 0.145, 0.153], [0.067, -0.262, 0.167], [0.112, 0.415, 0.246], [0.003, -0.167, 0.052], [0.022, 0.027, -0.122], [-0.008, -0.105, -0.186], [-0.142, 0.000, 0.011], [0.315, -0.031, 0.258], [-0.339, 0.097, -0.310], [-0.053, -0.332, -0.253], [-0.287, 0.366, 0.002], [-0.037, 0.046, -0.024], [0.120, 0.067, 0.021], [0.052, -0.048, 0.044], [-0.014, -0.042, -0.039], [-0.020, 0.059, -0.006], [-0.065, 0.147, 0.045], [-0.054, 0.315, 0.083], [0.144, -0.399, 0.018], [0.024, 0.003, 0.042], [-0.125, -0.068, -0.102], [-0.049, 0.074, -0.052], [0.019, 0.045, 0.039], [0.079, -0.031, -0.027], [-0.002, -0.030, -0.141], [-0.141, -0.393, 0.014], [0.116, 0.394, 0.047], [0.055, 0.017, -0.014], [-0.026, 0.098, 0.011], [-0.085, -0.054, -0.023], [0.038, -0.042, -0.017]], "e_above_lowest_kj_mol": 146.4, "total_energy_ev": -86628.63082, "homo_lumo_gap_ev": 6.12, "homo_energy_ev": -10.80, "total_charge": 1}